8
Properties=species:S:1:pos:R:3:forces:R:3 method="wB97M-V/def2-TZVPD" fmax_ev_per_a=2.6 spin_multiplicity=3 homo_ev="-8.92 / -11.04" relative_energy_kcal_mol=109.7 e_tot_ha=-187.79205 homo_lumo_gap_ha="0.36680 / 0.35021" total_charge=0
C 0.44920 -0.80744 -0.02548 2.3 -1.1 0.6
C -0.27346 0.42706 -0.24436 0.1 0.9 -0.2
N -1.49845 0.09358 0.40770 -0.5 0.6 -0.2
N -0.87125 -0.75947 -0.61762 -1.1 -1.0 -0.7
H 1.16595 -1.18496 -0.74907 0.2 0.4 0.1
H 0.67724 -1.08388 1.03024 -0.7 -0.2 -0.7
H -0.52128 2.46209 -1.58839 -0.1 0.5 -0.3
H -1.21153 -0.35005 1.25616 -0.3 -0.1 1.4


9
Properties=species:S:1:pos:R:3:forces:R:3 method="wB97M-V/def2-TZVPD" fmax_ev_per_a=1.3 homo_ev=-9.78 smiles="C=NNC=O" relative_energy_kcal_mol=34.1 e_tot_ha=-263.30887 homo_lumo_gap_ha=0.38850 total_charge=0
C -1.04816 -0.63099 0.97256 0.4 1.2 -0.3
N -0.34623 -1.12028 0.03916 0.8 -0.1 -0.1
N 0.72124 -0.39947 -0.50857 0.0 0.4 -0.2
C 0.71232 0.98066 -0.71674 -0.5 -0.9 0.7
O 1.54273 1.60361 -1.32721 -0.3 -0.3 0.1
H -1.82279 -1.24283 1.36495 -0.6 -0.5 0.1
H -0.96897 0.38586 1.39603 0.2 -0.5 -0.1
H 1.39004 -0.97626 -1.03451 -0.7 0.5 0.3
H -0.18019 1.39971 -0.18566 0.5 0.2 -0.6


9
Properties=species:S:1:pos:R:3:forces:R:3 method="wB97M-V/def2-TZVPD" fmax_ev_per_a=3.2 homo_ev=-10.96 smiles=N#C[C@H](N)O relative_energy_kcal_mol=26.6 e_tot_ha=-263.32092 homo_lumo_gap_ha=0.42331 total_charge=0
N 2.31466 1.02531 -0.50178 -0.8 -0.4 -0.1
C 1.29613 0.48666 -0.42681 0.6 0.1 0.9
C 0.04838 -0.29492 -0.19603 0.2 0.1 -1.8
N -1.12604 0.52073 -0.51787 -1.5 -2.2 1.7
O -0.05586 -0.90482 1.08995 1.2 0.3 0.2
H 0.05595 -1.03353 -1.09225 0.1 0.5 1.9
H -1.34289 1.13202 0.30510 0.4 -0.5 -0.9
H -1.84266 -0.29197 -0.40423 0.8 2.3 -0.5
H 0.65233 -0.63948 1.74393 -1.0 -0.2 -1.4


9
Properties=species:S:1:pos:R:3:forces:R:3 method="wB97M-V/def2-TZVPD" fmax_ev_per_a=4.8 homo_ev=-8.52 relative_energy_kcal_mol=121.6 e_tot_ha=-263.16943 homo_lumo_gap_ha=0.33355 total_charge=0
C -0.77969 0.48952 0.42458 -1.4 2.0 -0.9
C -0.40153 -0.16829 -0.67609 3.2 -2.2 1.9
N 0.33976 0.47553 1.24233 -0.4 -1.1 2.3
N 1.18421 -0.49746 0.58285 -4.6 -1.3 -1.0
O -0.35321 -0.25981 -1.97951 -0.4 0.3 -0.6
H -1.71156 1.14459 0.60382 1.6 -1.2 -0.3
H 0.08822 0.05503 2.18467 0.6 0.9 -1.3
H 1.82937 -0.09120 -0.00791 1.8 2.0 -1.2
H -0.19557 -1.14792 -2.37474 -0.3 0.6 1.0


9
Properties=species:S:1:pos:R:3:forces:R:3 method="wB97M-V/def2-TZVPD" fmax_ev_per_a=4.1 homo_ev=-10.09 smiles=N#C[C@H](N)O relative_energy_kcal_mol=39.4 e_tot_ha=-263.30048 homo_lumo_gap_ha=0.40068 total_charge=0
N 2.44299 -0.37602 -0.25137 -0.1 -0.1 0.2
C 1.39625 -0.25209 0.20317 0.3 0.1 0.2
C 0.02233 0.00682 0.59520 -2.7 1.2 -2.8
N -0.87654 -0.86445 -0.13795 1.3 -0.9 1.0
O -0.34305 1.46617 -0.02051 0.9 -0.7 1.1
H -0.29053 -0.10563 1.69664 1.0 1.2 -1.7
H -1.79382 -0.49070 -0.10993 -0.8 0.3 0.0
H -0.62247 -1.14045 -1.07821 0.3 0.4 0.2
H 0.06483 1.75633 -0.89703 -0.2 -1.4 1.8


9
Properties=species:S:1:pos:R:3:forces:R:3 method="wB97M-V/def2-TZVPD" fmax_ev_per_a=2.0 homo_ev=-9.59 smiles="COC1N=N1" relative_energy_kcal_mol=75.5 e_tot_ha=-263.24293 homo_lumo_gap_ha=0.36968 total_charge=0
C 0.46934 -0.00883 -0.50243 -0.5 1.7 -0.4
O -0.22929 -0.68261 0.50840 0.1 -1.2 0.6
C -1.58476 -0.70830 0.29388 -0.4 1.0 0.5
N -2.32784 0.60220 0.31544 0.8 -1.7 -0.8
N -2.09444 0.05878 -0.78064 -1.2 1.1 0.0
H 0.64525 1.01945 -0.15104 0.3 -0.3 -0.4
H -0.14727 -0.00055 -1.37173 -0.6 0.7 -0.7
H 1.32840 -0.43092 -0.96666 1.2 -1.0 1.0
H -2.13750 -1.59250 0.56805 0.3 -0.1 0.3


9
Properties=species:S:1:pos:R:3:forces:R:3 method="wB97M-V/def2-TZVPD" fmax_ev_per_a=5.6 homo_ev=-9.51 smiles=Cn1cno1 relative_energy_kcal_mol=118.0 e_tot_ha=-263.17526 homo_lumo_gap_ha=0.38388 total_charge=0
C 0.49068 0.09008 1.13272 1.2 0.6 0.4
N -0.45698 -0.32996 0.12973 0.6 -1.5 -3.9
C -0.24599 -0.46697 -1.50266 -0.4 1.3 5.4
N -1.09603 0.47406 -1.66518 0.1 -0.3 -0.3
O -1.27485 0.73096 -0.33759 -0.9 1.2 0.2
H 1.27203 -0.71446 1.24873 -0.8 0.9 -0.2
H 0.96435 1.09348 0.95396 -0.1 -0.9 -0.3
H -0.01111 0.23117 2.10636 -0.1 -0.5 -0.4
H 0.35790 -1.10835 -2.06607 0.4 -0.8 -0.9


9
Properties=species:S:1:pos:R:3:forces:R:3 method="wB97M-V/def2-TZVPD" fmax_ev_per_a=5.1 homo_ev=-10.99 smiles="[H]/N=C/C#N.O" relative_energy_kcal_mol=70.1 e_tot_ha=-263.25154 homo_lumo_gap_ha=0.38726 total_charge=0
H 1.23212 -1.14372 0.26784 -0.3 -0.8 -0.6
N 0.24498 -0.98548 0.45272 3.5 0.3 2.5
C -0.54243 -0.69739 -0.43219 -0.9 -3.4 -3.7
C -1.75362 -0.24836 0.01795 -2.6 0.4 -0.1
N -2.73458 0.31568 0.09527 -2.1 0.7 0.6
H -0.75203 -1.06081 -1.50559 1.8 0.9 0.8
O -0.16871 1.83126 0.18632 -3.4 -1.9 0.5
H -0.68053 1.04745 0.65877 2.6 3.0 -0.3
H -1.00116 2.02610 -0.32654 1.5 0.8 0.2